Below is a molecular structure, C16H21N6PPrS2, with properties calculated with ωB97M-V/def2-TZVPD.

```
47
Properties=species:S:1:pos:R:3:forces:R:3:mulliken_spin:R:1
Pr -1.85532 -0.47526 -0.97924 0.3 -0.7 0.2 2.047
C 2.95998 -0.13063 1.00410 0.0 -0.1 0.2 0.000
N 2.18091 -0.32486 -0.20170 -0.1 0.2 0.0 0.000
C 2.29874 -1.39067 -1.04264 0.0 -0.2 -0.2 0.001
C 1.28635 -1.28213 -1.94897 0.1 0.0 0.0 -0.001
N 0.54016 -0.17045 -1.66431 0.2 -0.1 0.1 0.001
C 1.08666 0.37443 -0.57416 0.3 0.2 -0.3 0.000
P 0.59813 1.96476 0.21031 -0.4 -0.4 -0.2 0.000
C -0.78811 1.43514 1.29755 -0.1 0.1 0.0 -0.001
N -2.04283 1.19909 0.90900 0.0 -0.1 0.2 0.002
C -2.75518 0.92716 2.04481 0.1 0.1 0.1 0.001
C -1.92862 1.00974 3.12590 -0.2 -0.1 0.0 0.000
N -0.69546 1.33813 2.64383 0.1 0.0 -0.1 -0.001
C 0.51463 1.42952 3.44103 0.2 0.0 0.1 0.000
C -0.41620 2.58974 -1.17452 0.0 0.1 0.0 -0.002
N -1.39636 1.97036 -1.82664 0.2 0.2 0.1 0.002
C -1.82699 2.83813 -2.78517 0.0 0.0 0.0 -0.001
C -1.10305 3.99494 -2.71419 -0.1 0.0 -0.1 0.000
N -0.21615 3.82794 -1.69530 0.0 -0.1 0.1 0.000
C 0.76636 4.80551 -1.25271 0.2 0.1 0.1 0.000
H 3.98037 -0.46567 0.83663 0.0 0.0 0.0 0.000
H 2.97124 0.92420 1.27208 0.0 0.0 0.0 0.000
H 2.51882 -0.71022 1.81691 0.0 0.0 0.0 0.000
H 3.08341 -2.12059 -0.93885 0.0 0.0 0.0 0.000
H 1.07162 -1.90923 -2.79818 0.0 -0.1 0.1 0.000
H -3.80982 0.71171 2.01468 0.0 -0.1 0.0 -0.001
H -2.11808 0.85444 4.17409 0.1 0.0 0.0 0.000
H 0.25371 1.69212 4.46240 0.0 0.0 0.0 0.000
H 1.03096 0.46956 3.44846 0.0 0.0 0.0 0.000
H 1.17327 2.19560 3.03643 0.0 0.0 0.0 0.000
H -2.62424 2.58934 -3.46547 0.0 0.0 0.0 0.000
H -1.15287 4.89748 -3.29844 0.0 0.0 0.0 0.000
H 0.69428 5.68991 -1.87852 -0.1 0.0 0.0 0.000
H 0.58207 5.09398 -0.21945 0.0 0.0 0.0 0.000
H 1.77384 4.40228 -1.33440 0.0 0.0 0.0 0.000
C -1.28498 -5.12489 -1.27013 0.1 0.1 0.0 0.001
C -1.41530 -3.72805 -0.70070 -0.2 0.1 -0.2 -0.002
S -2.92460 -2.92070 -1.20392 0.0 0.4 0.1 -0.025
C -0.47803 -3.25224 0.14424 -0.1 0.1 0.1 -0.002
C 0.72351 -4.09894 0.49867 -0.1 0.1 -0.1 0.001
S -0.57387 -1.71022 1.03091 -0.4 -0.1 0.0 -0.020
H -2.11820 -5.34564 -1.93054 0.0 0.0 0.0 0.000
H -1.28552 -5.86264 -0.46432 0.0 0.0 0.0 0.000
H -0.35735 -5.24480 -1.83513 0.0 -0.1 0.0 0.000
H 0.42260 -4.93836 1.13028 0.0 0.0 0.0 0.000
H 1.45455 -3.50984 1.04902 0.0 0.0 0.0 0.000
H 1.20098 -4.50920 -0.39373 0.0 0.0 0.0 0.000
```
Forces are in eV/Å.

Properties
LUMO level (alpha / beta) in eV: -2.772 / -2.738
HOMO-LUMO gap (alpha / beta) in eV: 6.6 / 6.7
Highest occupied orbital energy (alpha / beta) in eV: -9.4 / -9.4
Net charge: +1
Multiplicity: 3
⟨S²⟩: 2.005
Energy above the lowest of the compared OMol25 structures with the same formula, charge and spin in kcal per mole: 4.3

***

Below is C16H21NO3 in the gas phase, with properties calculated with ωB97M-V/def2-TZVPD.

```
41
Properties=species:S:1:pos:R:3:forces:R:3:lowdin_charge:R:1
O 1.44449 1.91556 1.46832 0.2 0.0 0.4 0.056
C 1.10152 1.57985 0.34770 0.2 -0.1 -0.3 -0.398
C 2.10667 0.95354 -0.64265 0.2 0.3 0.1 -0.223
C 3.47808 0.77264 0.01477 -0.1 0.0 0.0 -0.117
C 3.42870 -0.68626 0.45939 -0.2 0.0 -0.2 -0.139
C 2.63249 -1.31368 -0.67777 0.3 -0.3 0.1 -0.184
O 1.67807 -0.33956 -1.06890 -0.1 0.1 0.1 -0.119
N -0.14261 1.79465 -0.11590 -0.3 0.1 0.1 -0.047
C -0.63151 1.39260 -1.41829 0.1 0.0 -0.5 -0.121
C -2.12519 1.06272 -1.34963 0.0 -0.1 0.3 -0.080
C -2.48045 0.45444 0.02470 0.2 0.4 -0.2 -0.464
O -3.86164 0.12057 0.06933 -0.3 -0.1 0.0 0.007
C -1.63558 -0.78953 0.27262 -0.1 0.0 0.1 -0.136
C -1.81308 -1.88426 -0.56975 0.0 0.1 0.0 -0.032
C -1.10816 -3.05758 -0.37921 0.0 -0.1 -0.1 -0.072
C -0.20864 -3.16215 0.66671 0.0 -0.1 0.0 -0.101
C -0.01450 -2.07821 1.50335 0.1 -0.1 0.1 -0.076
C -0.71614 -0.90134 1.30717 -0.1 0.0 0.0 -0.015
C -2.30168 1.56883 1.06580 0.0 -0.2 -0.2 -0.078
C -1.11271 2.47562 0.71831 0.0 0.2 0.3 -0.110
H 2.15863 1.61318 -1.52161 0.0 -0.1 0.1 0.157
H 3.59831 1.46144 0.84736 0.0 0.0 -0.1 0.113
H 4.27398 0.93064 -0.71327 0.0 0.0 0.0 0.118
H 4.41224 -1.13383 0.57917 0.0 0.0 0.0 0.113
H 2.87363 -0.76698 1.39367 0.0 0.0 0.1 0.110
H 2.08786 -2.21578 -0.39381 0.1 0.1 0.0 0.102
H 3.28667 -1.54068 -1.53251 -0.1 0.0 0.1 0.124
H -0.46494 2.20184 -2.14343 0.0 -0.1 0.0 0.132
H -0.07898 0.51189 -1.74129 -0.1 0.1 0.0 0.114
H -2.37721 0.36990 -2.15298 0.0 0.0 0.0 0.119
H -2.73575 1.95781 -1.48121 -0.1 0.0 0.0 0.124
H -4.00573 -0.69858 -0.41718 0.0 0.0 0.1 0.087
H -2.50823 -1.82835 -1.39810 0.0 0.0 -0.1 0.114
H -1.26276 -3.89094 -1.04913 0.0 -0.1 0.0 0.104
H 0.33808 -4.08062 0.82513 0.0 -0.1 0.0 0.105
H 0.69007 -2.14531 2.31973 0.1 0.0 0.1 0.109
H -0.52258 -0.07515 1.97100 0.0 0.1 0.1 0.110
H -2.20489 1.13665 2.05965 0.0 0.0 0.0 0.114
H -3.22437 2.15055 1.05816 0.0 0.0 0.0 0.126
H -1.45876 3.36118 0.17455 0.0 0.0 0.1 0.131
H -0.59338 2.80269 1.62001 -0.1 0.0 -0.2 0.122
```
Forces are in eV/Å.

Properties
LUMO level in eV: 0.807
HOMO-LUMO gap in eV: 9.8
Highest occupied orbital energy in eV: -9.0
SMILES: O=C([C@H]1CCCO1)N1CCC(O)(c2ccccc2)CC1
Multiplicity: 1
Energy above the lowest of the compared OMol25 structures with the same formula, charge and spin in kcal per mole: 27.8

***

Below is C16H21NO3S in the gas phase, with properties calculated with ωB97M-V/def2-TZVPD.

```
42
Properties=species:S:1:pos:R:3:forces:R:3:lowdin_charge:R:1
O 1.12328 3.35137 0.02875 0.1 0.3 0.3 0.064
C 0.73854 2.44750 -0.68181 -0.2 0.0 -0.5 -0.575
C -0.26226 2.69633 -1.81132 -0.5 -0.2 0.2 -0.344
S -1.44994 1.32925 -2.04596 0.4 0.5 -0.5 1.020
C -2.07299 1.06567 -0.41509 0.0 0.0 -0.1 -0.430
C -2.00193 2.06447 0.55177 0.0 0.0 0.0 -0.085
C -2.44085 1.83302 1.84115 0.0 -0.1 0.0 -0.059
C -2.96007 0.59739 2.19947 0.0 0.1 0.0 -0.067
C -3.05545 -0.39276 1.24555 0.0 -0.1 -0.2 -0.009
C -2.62944 -0.17459 -0.06495 0.1 0.3 0.2 -0.158
C -2.79735 -1.30109 -1.00282 -0.1 -0.8 -0.1 -0.516
O -3.03992 -2.43544 -0.66853 0.0 0.1 0.0 0.104
O -2.67076 -0.95541 -2.29263 -0.2 0.1 -0.3 0.023
N 1.14716 1.17327 -0.59962 0.3 -0.5 -0.2 0.078
C 1.96457 0.65887 0.47964 0.1 0.2 0.4 -0.285
C 1.08342 -0.03149 1.53941 0.1 -0.1 0.0 -0.126
C 0.88192 -1.54197 1.40543 -0.2 0.2 0.0 -0.184
C 0.62221 -2.05425 -0.01134 0.2 -0.3 0.2 -0.192
C 1.91040 -2.37972 -0.76510 -0.1 0.2 -0.2 -0.201
C 2.74226 -1.17146 -1.19003 0.1 -0.2 0.3 -0.199
C 3.11281 -0.20243 -0.06529 -0.1 0.2 -0.2 -0.134
H -0.77736 3.64389 -1.65736 0.2 0.0 0.1 0.083
H 0.27144 2.74716 -2.76220 0.0 0.0 0.0 0.087
H -1.59960 3.03373 0.30960 0.1 0.1 0.0 0.103
H -2.37010 2.62626 2.56980 0.0 0.1 0.1 0.113
H -3.29033 0.41607 3.21022 0.0 0.0 0.1 0.106
H -3.46232 -1.36422 1.48199 0.0 -0.1 0.0 0.123
H -2.79103 -1.73098 -2.86288 0.0 -0.1 0.3 0.141
H 0.69639 0.49494 -1.19686 -0.1 0.2 0.0 0.077
H 2.39703 1.55086 0.94809 -0.1 -0.2 -0.1 0.142
H 1.51759 0.16019 2.52267 0.0 0.1 0.1 0.116
H 0.10933 0.46308 1.52241 0.0 0.0 0.1 0.098
H 0.03325 -1.80729 2.03995 0.1 -0.1 0.1 0.107
H 1.75366 -2.06425 1.80468 0.0 -0.1 0.1 0.107
H 0.03556 -2.97333 0.05858 -0.1 0.1 -0.1 0.113
H 0.01517 -1.34005 -0.56991 -0.1 0.0 -0.1 0.091
H 1.66004 -2.94906 -1.66403 0.1 -0.1 0.0 0.108
H 2.52217 -3.02788 -0.13262 0.0 -0.1 0.0 0.112
H 2.22757 -0.62973 -1.98610 0.0 0.0 -0.1 0.103
H 3.67382 -1.54639 -1.62228 0.0 0.1 -0.1 0.110
H 3.55509 -0.75350 0.76513 0.1 0.0 0.1 0.119
H 3.87702 0.47396 -0.45556 0.0 0.0 0.1 0.115
```
Forces are in eV/Å.

Properties
LUMO level in eV: 0.216
HOMO-LUMO gap in eV: 8.9
Highest occupied orbital energy in eV: -8.7
SMILES: O=C(CSc1ccccc1C(=O)O)NC1CCCCCC1
Multiplicity: 1
Energy above the lowest of the compared OMol25 structures with the same formula, charge and spin in kcal per mole: 5.0

***

Below is C16H21NO3SSi in the gas phase at a distorted geometry, with properties calculated with ωB97M-V/def2-TZVPD.

```
43
Properties=species:S:1:pos:R:3:forces:R:3:lowdin_charge:R:1
C 0.20544 1.40126 3.74920 -1.4 0.7 1.8 -0.085
C 0.94183 2.10237 2.59142 -1.3 -0.2 0.9 -0.259
N 1.19578 1.23407 1.46484 1.1 -1.6 0.4 -0.172
C 0.24483 0.89907 0.40895 0.9 1.2 -1.1 -0.226
C 0.73116 0.46602 -0.86459 -1.7 0.1 1.4 0.007
C -0.13788 0.49088 -1.94494 1.3 0.1 -1.2 -0.077
C -1.44182 0.93808 -1.84029 -0.6 0.8 -1.4 -0.250
Si -2.42133 1.18297 -3.46452 0.1 -2.6 -0.2 0.497
C -1.42803 2.03517 -4.79085 0.9 0.9 0.3 -0.166
C -2.52061 -0.59847 -4.10977 -1.1 0.9 -0.6 -0.168
O -4.00862 1.71010 -3.29283 1.2 0.4 -0.3 -0.140
C -1.92029 1.26901 -0.60682 2.4 -0.7 0.4 -0.082
C -1.08682 1.29302 0.50031 0.6 -0.7 0.2 -0.017
S 2.53638 0.27212 1.87422 3.2 -2.1 1.5 0.793
O 3.23387 0.53582 3.22589 -3.1 0.3 -4.1 -0.324
O 3.45614 0.19522 0.74639 -1.0 0.7 0.6 -0.303
C 1.98195 -1.45110 2.01632 -2.5 0.3 -0.6 -0.255
C 0.75093 -1.97914 1.56250 -0.2 2.8 0.0 -0.052
C 0.45100 -3.32094 1.57546 0.6 0.6 0.2 -0.069
C 1.45223 -4.16473 2.02560 0.1 -0.2 0.1 -0.073
C 2.65166 -3.67706 2.55345 -0.8 -2.1 -0.8 -0.069
C 2.85333 -2.34004 2.52428 4.5 0.9 1.0 -0.118
H 0.72690 0.55715 4.17916 0.3 -0.4 -0.4 0.055
H 0.06411 2.05044 4.66215 0.5 -0.1 -1.0 0.088
H -0.87860 1.09436 3.61331 1.3 0.2 -0.7 0.084
H 1.91449 2.51522 2.86831 -0.4 0.0 0.4 0.112
H 0.32343 2.90586 2.25348 -0.3 0.7 -0.4 0.112
H 1.69081 0.03946 -0.84935 1.3 -0.1 -0.6 0.085
H 0.21887 0.28665 -2.98932 0.0 -0.2 1.3 0.121
H -1.27979 3.05468 -4.43576 0.0 0.4 -0.3 0.025
H -2.00554 2.07795 -5.70368 -0.2 0.0 -0.3 0.029
H -0.38615 1.69878 -5.07650 -1.3 -0.2 0.7 0.063
H -1.65385 -0.81591 -4.67570 1.2 -0.1 -0.7 0.004
H -3.35479 -0.75739 -4.82826 0.2 0.0 0.7 0.046
H -2.48782 -1.29929 -3.30847 -0.6 -0.7 0.6 0.014
H -4.41757 1.64592 -2.43569 -0.1 0.0 0.4 0.038
H -2.92015 1.40072 -0.50931 -2.9 0.9 0.6 0.067
H -1.48204 1.50986 1.45390 -0.4 0.5 0.9 0.090
H 0.05268 -1.20676 1.19607 0.0 -1.0 0.2 0.099
H -0.51725 -3.64582 1.21700 0.2 -0.2 0.0 0.111
H 1.29675 -5.20202 1.85884 0.0 -0.9 0.3 0.094
H 3.46362 -4.37509 2.82899 -0.7 0.6 0.0 0.123
H 3.91074 -2.02849 2.77659 -1.4 0.0 0.0 0.146
```
Forces are in eV/Å.

Properties
LUMO level in eV: 0.391
HOMO-LUMO gap in eV: 9.2
Highest occupied orbital energy in eV: -8.8
SMILES: CCN(c1ccc([Si](C)(C)O)cc1)S(=O)(=O)c1ccccc1
Multiplicity: 1

***

Below is a molecular structure, C16H22BBr30I2NO3 at a distorted geometry, with properties calculated with ωB97M-V/def2-TZVPD.

```
75
Properties=species:S:1:pos:R:3:forces:R:3:lowdin_charge:R:1
C -3.58431 -0.07588 5.15088 0.2 -0.3 -0.3 -0.147
C -3.81309 -1.43990 4.34640 1.6 -0.3 -1.7 -0.713
I -5.44195 -2.73763 5.03462 1.0 1.1 -0.3 0.734
C -3.03658 -1.82079 3.22997 -0.9 1.2 2.5 -0.629
I -3.50562 -3.70281 2.18724 0.7 1.5 0.5 0.807
C -1.82988 -0.89957 2.71672 -0.4 -0.3 0.5 -0.271
O -2.25923 -0.23809 1.50950 1.2 -0.9 -0.2 -0.185
C -1.59312 -0.81764 0.36571 0.7 -0.6 -0.7 -0.194
C -2.26905 -0.27767 -0.97407 -0.2 -0.5 0.5 -0.233
N -2.41006 1.19886 -1.05375 0.9 -0.1 -0.2 0.028
B -3.78356 -0.90357 -1.01985 -0.9 -0.1 0.2 -0.495
O -4.85992 -0.00287 -0.65657 1.2 -1.5 -1.9 0.066
O -4.08420 -2.25620 -1.37560 0.7 1.6 1.4 0.088
H -4.10932 -0.07014 6.15523 0.5 -0.1 -1.4 0.063
H -3.96274 0.78766 4.50123 0.5 -1.2 1.0 0.096
H -2.47433 0.09772 5.37449 -1.6 -0.4 -0.5 0.080
H -1.55416 -0.07168 3.45603 -0.7 -1.3 -0.8 0.118
H -0.86518 -1.51416 2.59028 -1.6 0.9 -0.2 0.024
H -1.68393 -1.96006 0.46283 0.1 1.4 -0.5 0.090
H -0.46494 -0.60487 0.36073 -1.4 0.0 0.2 0.093
H -1.62751 -0.59891 -1.86038 -0.9 0.1 1.2 0.154
H -1.53959 1.63297 -1.39593 -0.6 -0.3 0.6 0.020
H -2.70622 1.61782 -0.16818 0.2 -0.3 -0.4 0.017
H -5.10042 0.46145 -1.49068 0.1 0.0 1.0 0.091
H -3.47290 -2.88390 -0.93832 -0.3 0.5 -0.6 0.058
C -7.57880 -4.89544 1.86620 0.0 0.1 0.0 -1.625
Br -9.39385 -4.81060 2.54088 0.3 -0.1 -0.1 0.558
Br -6.48012 -6.10525 2.90792 -0.3 0.1 -0.2 0.490
Br -7.53056 -5.32625 -0.02264 0.0 0.0 0.4 0.562
H -7.15031 -3.90127 1.97747 -0.1 -0.2 0.0 -0.048
C -4.64805 4.68186 -0.83221 0.0 -0.1 -0.1 -1.599
Br -6.01018 3.75652 -1.85405 0.2 0.1 0.4 0.537
Br -5.08862 6.55146 -0.57082 0.0 -0.3 0.0 0.565
Br -4.27704 3.78679 0.84631 -0.1 0.2 -0.2 0.594
H -3.73316 4.64948 -1.41891 -0.2 0.0 0.1 -0.026
C 2.74619 0.72233 1.93223 0.0 0.0 0.0 -1.582
Br 1.08440 1.71763 2.00582 0.3 -0.3 0.2 0.574
Br 3.79633 0.95143 3.54507 -0.2 -0.1 -0.3 0.579
Br 2.44753 -1.14969 1.52947 0.0 0.4 0.0 0.566
H 3.32863 1.13530 1.11184 -0.1 -0.1 0.2 -0.044
C 2.94109 3.36571 -1.32745 0.0 0.0 0.0 -1.597
Br 1.08409 2.81487 -1.40064 0.3 0.2 -0.2 0.556
Br 4.04420 2.34023 -2.54777 -0.2 0.2 0.3 0.548
Br 3.13705 5.27383 -1.60328 -0.1 -0.4 0.1 0.569
H 3.29640 3.15247 -0.32179 -0.1 0.1 -0.2 -0.045
C 7.20650 4.15159 -4.65002 0.0 0.1 0.1 -1.607
Br 5.54693 5.15133 -4.58917 0.4 -0.2 -0.1 0.547
Br 8.24873 4.38332 -3.03237 -0.2 -0.1 -0.3 0.574
Br 6.90713 2.27813 -5.05070 -0.3 0.3 0.3 0.501
H 7.79283 4.56032 -5.46689 -0.1 -0.1 0.2 -0.136
C 8.37732 -1.31602 -4.46759 0.0 0.0 0.0 -1.633
Br 8.64465 -2.98588 -5.41434 0.0 0.3 0.2 0.569
Br 6.71465 -1.31129 -3.47101 0.3 0.0 -0.2 0.545
Br 9.89235 -0.87439 -3.34263 -0.3 -0.1 -0.2 0.559
H 8.30013 -0.53302 -5.21860 0.0 -0.2 0.2 -0.070
C 1.93093 -4.38653 3.94820 0.1 -0.1 0.0 -1.581
Br 1.76427 -5.96101 5.06458 0.1 0.2 -0.4 0.536
Br 0.27965 -3.37122 3.88700 0.3 -0.3 0.2 0.607
Br 3.43696 -3.28673 4.47781 -0.3 -0.2 0.0 0.551
H 2.12895 -4.73273 2.93666 -0.1 0.1 0.2 -0.024
C 10.20538 3.78156 -7.78718 0.2 -0.1 -0.1 -1.579
Br 9.98643 2.21309 -6.66551 0.3 0.4 -0.3 0.551
Br 8.58004 4.83306 -7.90143 0.3 -0.1 -0.1 0.627
Br 11.71907 4.85616 -7.23176 -0.3 -0.2 -0.1 0.579
H 10.42003 3.42499 -8.79159 -0.1 0.1 0.2 -0.027
C 1.26352 -6.12191 9.32802 -0.1 0.1 0.0 -1.604
Br 2.82274 -5.62390 10.36597 -0.3 -0.1 -0.2 0.563
Br 0.70665 -4.69840 8.13744 0.0 -0.1 0.5 0.534
Br 1.53396 -7.79055 8.37756 0.0 0.3 0.1 0.547
H 0.45119 -6.28474 10.03186 0.2 0.0 -0.2 -0.028
C -7.74954 3.56396 -5.78496 0.0 0.0 -0.1 -1.608
Br -7.87181 1.98509 -4.66602 0.0 0.3 -0.1 0.547
Br -9.40662 4.56909 -5.79546 0.3 -0.2 0.1 0.564
Br -6.23791 4.67405 -5.29777 -0.3 -0.1 -0.3 0.535
H -7.57856 3.22100 -6.80227 0.0 0.1 0.2 -0.029
```
Forces are in eV/Å.

Properties
LUMO level in eV: -0.535
HOMO-LUMO gap in eV: 8.4
Highest occupied orbital energy in eV: -9.0
Multiplicity: 1